[1]
Below is C33H34CsF5N5O5P as an isolated structure, with properties calculated with ωB97M-V/def2-TZVPD.

Geometry as ORCA input:
```
! RIJCOSX wB97M-V def2-TZVPD def2/J DEFGRID3
* xyz -2 1
Cs -0.020 -0.569 -0.562
O -2.341 -1.708 -0.390
C -2.884 -2.836 -0.482
C -4.020 -3.179 0.322
C -4.650 -4.391 0.250
C -4.207 -5.374 -0.637
C -3.112 -5.100 -1.425
C -2.438 -3.880 -1.384
C -1.321 -3.727 -2.265
N -0.638 -2.656 -2.412
N 0.328 -2.614 -3.338
C 1.411 -1.907 -3.135
O 1.812 -1.375 -2.058
C 2.241 -1.776 -4.367
C 2.211 -2.727 -5.384
C 3.010 -2.576 -6.502
C 3.835 -1.467 -6.626
C 3.840 -0.499 -5.633
C 3.062 -0.661 -4.504
H -4.365 -2.416 1.009
H -5.507 -4.595 0.886
H -4.717 -6.328 -0.713
H -2.752 -5.858 -2.115
H -1.059 -4.624 -2.855
H 1.546 -3.572 -5.283
H 3.000 -3.319 -7.291
H 4.470 -1.353 -7.497
H 4.452 0.387 -5.745
H 3.060 0.077 -3.716
C -1.608 5.477 2.684
C -1.296 4.690 3.786
C -1.218 3.322 3.664
C -1.415 2.719 2.412
C -1.660 3.524 1.292
C -1.780 4.888 1.438
N -1.397 1.366 2.199
N -1.501 0.623 3.218
C -1.551 -0.728 3.187
C -2.811 -1.325 3.399
C -2.884 -2.685 3.560
C -1.709 -3.432 3.531
C -0.521 -2.754 3.320
N -0.427 -1.447 3.164
H -1.701 6.549 2.799
H -1.113 5.161 4.743
H -0.993 2.690 4.511
H -1.758 3.041 0.333
H -1.990 5.502 0.575
H -3.685 -0.692 3.401
H -3.839 -3.171 3.701
H -1.725 -4.506 3.647
H 0.426 -3.281 3.279
C 5.462 -0.173 3.085
C 4.864 -1.320 2.279
O 3.592 -0.951 1.792
P 3.083 -1.300 0.263
O 4.450 -0.950 -0.579
C 4.650 0.395 -0.969
C 5.980 0.458 -1.703
O 3.408 -2.900 0.368
C 3.287 -3.739 -0.761
C 4.635 -4.392 -1.042
H 6.438 -0.455 3.477
H 4.806 0.085 3.913
H 5.570 0.705 2.455
H 4.755 -2.209 2.913
H 5.530 -1.572 1.445
H 4.662 1.045 -0.088
H 3.828 0.723 -1.607
H 6.778 0.114 -1.047
H 6.192 1.474 -2.021
H 5.945 -0.194 -2.573
H 2.959 -3.167 -1.628
H 2.535 -4.506 -0.535
H 5.371 -3.615 -1.232
H 4.571 -5.049 -1.907
H 4.953 -4.969 -0.175
F 1.092 3.285 -1.621
C 1.480 3.822 -0.361
F 2.411 2.868 0.121
C 2.299 5.044 -0.692
F 3.371 4.980 -1.571
F 2.838 5.599 0.419
F 1.520 6.020 -1.222
*
```

The HOMO energy is -0.058 hartree. For the energy above the lowest of the compared OMol25 structures with the same formula, charge and spin, the calculation gives 39.3 kcal/mol. The calculation puts the total energy at -75884.8093 eV. Its HOMO-LUMO gap is 5.422 eV.

[2]
Below is C33H34IN9ORuSi2 as an isolated structure, with properties calculated with ωB97M-V/def2-TZVPD.

Geometry as ORCA input:
```
! RIJCOSX wB97M-V def2-TZVPD def2/J DEFGRID3
* xyz -1 6
Ru 0.099 -0.194 0.026
C 4.027 1.700 -1.102
C 5.001 0.978 -0.391
C 4.620 -0.129 0.301
C 3.253 -0.566 0.333
N 2.318 0.143 -0.382
C 2.741 1.239 -1.055
N 3.031 -1.656 1.081
C 1.870 -2.269 1.280
N 0.634 -1.961 0.786
C -0.277 -2.902 1.188
N -1.566 -3.016 0.815
C -2.106 -2.382 -0.236
C -3.449 -2.762 -0.566
C -4.083 -2.265 -1.662
C -3.394 -1.358 -2.488
C -2.136 -0.984 -2.101
N -1.478 -1.434 -1.007
C 0.390 -3.847 2.042
C -0.061 -4.971 2.741
C 0.858 -5.684 3.485
C 2.216 -5.298 3.528
C 2.666 -4.192 2.830
C 1.740 -3.463 2.086
H 4.263 2.597 -1.660
H 6.035 1.305 -0.386
H 5.316 -0.723 0.876
H 1.985 1.792 -1.589
H -3.919 -3.478 0.097
H -5.100 -2.563 -1.896
H -3.835 -0.939 -3.383
H -1.616 -0.263 -2.708
H -1.109 -5.254 2.707
H 0.536 -6.552 4.052
H 2.912 -5.881 4.123
H 3.705 -3.881 2.859
C -3.934 3.876 1.687
Si -3.032 2.266 1.140
C -3.148 1.345 2.830
C -4.120 1.797 -0.311
C -1.369 2.991 0.652
C -0.930 2.739 -0.739
C -1.106 3.767 -1.688
C -0.744 3.591 -3.003
C -0.173 2.382 -3.377
C -0.018 1.419 -2.410
N -0.392 1.553 -1.117
Si -0.450 4.354 1.542
C -0.773 4.326 3.382
C 1.355 4.227 1.085
C -1.028 6.058 0.975
H -4.947 3.644 2.059
H -4.048 4.559 0.831
H -3.402 4.419 2.482
H -4.169 1.091 3.124
H -2.637 1.829 3.665
H -1.408 0.131 2.850
H -5.176 1.986 -0.075
H -4.008 0.751 -0.610
H -3.861 2.429 -1.171
H -1.555 4.694 -1.352
H -0.894 4.382 -3.729
H 0.153 2.189 -4.390
H 0.454 0.479 -2.649
H -0.819 3.302 3.764
H -1.710 4.846 3.616
H 0.039 4.840 3.911
H 1.645 3.179 0.955
H 2.003 4.649 1.865
H 1.553 4.763 0.149
H -2.119 6.160 1.047
H -0.722 6.285 -0.053
H -0.576 6.813 1.632
I 0.717 0.882 2.603
O -2.189 0.326 1.051
N -2.378 0.119 2.405
C -3.019 -1.154 2.662
C -2.393 -2.096 3.503
N -1.939 -2.805 4.295
C -4.310 -1.369 2.127
N -5.385 -1.535 1.747
*
```

The HOMO energy (spin up / spin down) is -0.092 / -0.165 hartree. The calculation puts the total energy at -76669.2874 eV. As for the expectation value of S²: 8.804. Its HOMO-LUMO gap (spin up / spin down) is 4.878 / 4.236 eV.

[3]
Below is C33H34N3O3RbSi as an isolated structure, with properties calculated with ωB97M-V/def2-TZVPD.

Geometry as ORCA input:
```
! RIJCOSX wB97M-V def2-TZVPD def2/J DEFGRID3
* xyz -2 1
Rb 0.541 0.562 1.001
O 1.403 5.568 4.215
C 1.580 5.981 3.018
C 2.030 7.323 2.775
C 2.264 7.808 1.511
C 2.078 7.005 0.372
C 1.654 5.703 0.568
C 1.405 5.172 1.833
C 0.950 3.742 1.856
O 0.782 3.072 0.827
N 0.742 3.271 3.112
N 0.287 1.974 3.298
C 0.078 1.634 4.510
C -0.388 0.306 4.949
C -0.518 0.138 6.330
C -0.924 -1.050 6.914
C -1.211 -2.123 6.053
C -1.098 -2.003 4.686
C -0.684 -0.785 4.045
O -0.588 -0.684 2.783
H 0.888 3.975 3.871
H 2.178 7.940 3.655
H 2.603 8.834 1.397
H 2.265 7.387 -0.624
H 1.495 5.037 -0.274
H 0.263 2.361 5.307
H -0.280 0.990 6.964
H -1.008 -1.146 7.989
H -1.529 -3.073 6.474
H -1.323 -2.836 4.028
C 2.293 -1.002 -0.869
Si 1.100 -1.664 -1.970
C -0.346 -0.493 -2.430
N -1.182 0.012 -1.323
C -1.844 1.280 -1.595
C -2.961 1.157 -2.634
C -3.751 -0.151 -2.420
C -3.575 -0.652 -0.990
C -2.104 -0.976 -0.722
C 1.701 -2.204 -3.745
C 1.957 -3.526 -4.121
C 2.478 -3.856 -5.373
C 2.747 -2.863 -6.304
C 2.510 -1.538 -5.958
C 2.005 -1.222 -4.701
C 0.333 -3.259 -1.271
C -0.488 -4.110 -2.027
C -1.113 -5.215 -1.460
C -0.929 -5.497 -0.109
C -0.121 -4.671 0.660
C 0.504 -3.567 0.085
H 2.792 -0.096 -1.232
H 3.031 -1.752 -0.558
H -0.944 -0.956 -3.238
H 0.138 0.380 -2.891
H -1.094 2.010 -1.903
H -2.251 1.659 -0.653
H -2.539 1.179 -3.642
H -3.622 2.027 -2.558
H -3.380 -0.922 -3.103
H -4.807 -0.010 -2.664
H -4.169 -1.550 -0.804
H -3.939 0.102 -0.285
H -1.883 -1.951 -1.158
H -1.928 -1.071 0.358
H 1.757 -4.328 -3.417
H 2.671 -4.895 -5.617
H 3.140 -3.115 -7.282
H 2.720 -0.745 -6.668
H 1.863 -0.172 -4.455
H -0.651 -3.895 -3.080
H -1.747 -5.851 -2.068
H -1.423 -6.350 0.341
H 0.011 -4.868 1.718
H 1.106 -2.899 0.694
*
```

The HOMO energy is -0.050 hartree. For the energy above the lowest of the compared OMol25 structures with the same formula, charge and spin, the calculation gives 0.0 kcal/mol. The calculation puts the total energy at -53920.0115 eV. Its HOMO-LUMO gap is 5.326 eV.

no.,strongest force on any atom (eV/Å)
1,4.353
2,0.968
3,1.550